[1]
{
  "formula": "C12H31B3O12S3",
  "method": "ωB97M-V/def2-TZVPD",
  "species": ["C", "C", "B", "O", "B", "O", "B", "C", "O", "H", "H", "H", "H", "H", "H", "H", "O", "S", "O", "O", "C", "C", "C", "H", "H", "H", "H", "H", "H", "H", "H", "O", "S", "O", "O", "C", "C", "C", "H", "H", "H", "H", "H", "H", "H", "H", "O", "S", "O", "O", "C", "C", "C", "H", "H", "H", "H", "H", "H", "H", "H"],
  "xyz": [[1.743, -0.127, -4.411], [1.328, 0.908, -5.172], [-0.150, 1.387, -5.025], [-0.637, 2.316, -4.102], [-1.811, 1.896, -3.502], [-2.756, 1.264, -4.290], [-2.045, 0.276, -4.984], [-2.278, -1.243, -4.718], [-1.079, 0.776, -5.855], [1.760, -0.009, -3.326], [2.124, -1.049, -4.836], [2.032, 1.365, -5.869], [-2.011, 1.997, -2.337], [-1.472, -1.566, -4.050], [-2.242, -1.869, -5.604], [-3.201, -1.363, -4.155], [1.069, -0.136, -0.595], [1.449, 1.089, 0.048], [2.730, 1.233, 0.669], [0.317, 1.496, 1.085], [-0.061, 0.530, 2.092], [0.970, 0.432, 3.199], [1.214, 2.422, -1.078], [-0.243, -0.444, 1.634], [-1.005, 0.874, 2.511], [1.907, 0.013, 2.833], [0.601, -0.210, 3.999], [1.191, 1.418, 3.605], [0.230, 2.335, -1.531], [1.989, 2.344, -1.839], [1.315, 3.357, -0.535], [-2.489, 1.825, 4.675], [-3.459, 2.880, 4.699], [-4.080, 3.282, 5.921], [-4.581, 2.573, 3.611], [-5.259, 1.303, 3.681], [-6.283, 1.256, 4.798], [-2.778, 4.304, 3.920], [-4.530, 0.497, 3.776], [-5.755, 1.180, 2.720], [-5.806, 1.301, 5.776], [-6.858, 0.330, 4.743], [-6.966, 2.103, 4.729], [-2.330, 4.010, 2.974], [-2.022, 4.707, 4.590], [-3.571, 5.032, 3.768], [3.929, -2.964, -2.388], [4.494, -2.879, -1.074], [5.898, -3.072, -0.874], [3.693, -3.871, -0.112], [3.579, -5.248, -0.513], [4.864, -6.023, -0.296], [3.996, -1.376, -0.311], [3.251, -5.307, -1.552], [2.786, -5.670, 0.102], [5.656, -5.669, -0.956], [4.704, -7.083, -0.496], [5.216, -5.902, 0.729], [2.927, -1.259, -0.438], [4.529, -0.565, -0.803], [4.265, -1.411, 0.741]],
  "mulliken_charge": [-0.58, -0.23, 0.40, -0.39, 0.57, -0.43, 0.41, -0.87, -0.36, 0.16, 0.29, 0.32, -0.16, 0.34, 0.29, 0.25, -0.67, 1.42, -0.65, -0.28, -0.16, -1.04, -0.95, 0.29, 0.17, 0.32, 0.40, 0.24, 0.02, 0.40, 0.46, -0.58, 1.18, -0.61, -0.26, -0.32, -1.02, -0.94, 0.29, 0.30, 0.31, 0.39, 0.27, 0.28, 0.38, 0.34, -0.63, 1.22, -0.63, -0.24, -0.37, -0.99, -0.93, 0.33, 0.27, 0.30, 0.39, 0.26, 0.19, 0.46, 0.37],
  "e_homo_ev": -8.475,
  "homo_lumo_gap_ev": 8.661,
  "mol_weight_g_mol": 496.00,
  "fmax_ha_per_bohr": 0.04237
}

=====

[2]
{
  "formula": "C4H6NO",
  "method": "ωB97M-V/def2-TZVPD",
  "species": ["C", "C", "C", "C", "N", "O", "H", "H", "H", "H", "H", "H"],
  "xyz": [[1.990, 0.260, 0.077], [1.279, -0.462, 1.211], [1.041, 0.235, -1.030], [0.163, -0.654, -0.057], [-0.954, 0.310, 0.538], [-0.389, -1.761, -0.491], [3.003, 0.706, 0.015], [0.958, 0.715, -1.911], [-1.507, 0.721, -0.152], [-0.527, 1.022, 1.094], [-1.677, -0.144, 1.163], [-0.195, -2.403, 0.205]],
  "mulliken_charge": [-0.07, -0.68, -0.46, 0.70, -0.39, -0.45, 0.39, 0.47, 0.32, 0.39, 0.36, 0.43],
  "e_homo_ev": -14.489,
  "homo_lumo_gap_ev": 8.191,
  "mol_weight_g_mol": 84.10,
  "fmax_ha_per_bohr": 0.18843,
  "charge": 1
}

=====

[3]
{
  "formula": "C16H35N5O8Pd",
  "method": "ωB97M-V/def2-TZVPD",
  "species": ["Pd", "C", "O", "O", "O", "C", "O", "N", "C", "C", "H", "H", "H", "H", "H", "H", "H", "C", "O", "N", "C", "C", "H", "H", "H", "H", "H", "H", "H", "C", "O", "N", "C", "C", "H", "H", "H", "H", "H", "H", "H", "C", "O", "N", "C", "C", "H", "H", "H", "H", "H", "H", "H", "C", "O", "N", "C", "C", "H", "H", "H", "H", "H", "H", "H"],
  "xyz": [[-0.190, -0.020, 1.085], [-1.665, 1.483, 2.725], [-2.288, 2.126, 3.547], [-1.867, 0.301, 2.483], [-0.686, 1.873, 2.139], [0.572, -2.541, -1.160], [0.561, -1.536, -0.512], [0.693, -2.656, -2.456], [0.583, -3.955, -3.144], [0.854, -1.478, -3.406], [0.545, -3.554, -0.731], [1.469, -4.028, -3.775], [-0.184, -3.981, -3.918], [0.317, -4.788, -2.493], [1.706, -1.510, -4.085], [0.019, -1.290, -4.080], [1.041, -0.586, -2.808], [0.992, 2.156, -1.405], [0.572, 1.447, -0.466], [1.155, 3.487, -1.396], [2.014, 4.111, -2.397], [0.829, 4.271, -0.206], [1.205, 1.638, -2.354], [2.202, 3.455, -3.247], [2.962, 4.382, -1.933], [1.436, 4.888, -2.897], [1.701, 4.428, 0.429], [0.560, 5.271, -0.544], [0.042, 3.823, 0.400], [-2.691, -0.051, -1.200], [-1.837, -0.214, -0.374], [-3.158, 1.151, -1.602], [-4.218, 1.249, -2.636], [-2.850, 2.412, -0.945], [-3.252, -0.841, -1.722], [-5.146, 1.291, -2.065], [-4.250, 0.318, -3.202], [-4.048, 2.108, -3.285], [-3.582, 3.210, -1.070], [-2.661, 2.347, 0.127], [-1.915, 2.779, -1.367], [2.353, 1.119, 2.570], [1.742, 0.123, 2.103], [3.709, 1.130, 2.700], [4.367, 2.326, 3.189], [4.519, 0.005, 2.300], [1.873, 2.035, 2.948], [4.773, 2.239, 4.197], [3.822, 3.270, 3.197], [5.236, 2.467, 2.546], [5.498, 0.239, 1.881], [4.752, -0.585, 3.187], [4.106, -0.765, 1.648], [-0.694, -3.174, 2.389], [-0.304, -2.086, 1.939], [-1.859, -3.766, 2.070], [-2.283, -5.068, 2.620], [-2.745, -3.219, 0.991], [-0.120, -3.775, 3.112], [-2.323, -5.869, 1.882], [-3.293, -4.936, 3.008], [-1.673, -5.343, 3.480], [-2.612, -3.857, 0.118], [-3.801, -3.278, 1.255], [-2.584, -2.208, 0.616]],
  "mulliken_charge": [1.24, 0.91, -0.63, -0.57, -0.43, 0.10, -0.58, 0.13, -0.95, -0.86, 0.29, 0.34, 0.33, 0.31, 0.38, 0.36, 0.05, 0.04, -0.31, 0.24, -1.05, -0.87, 0.17, 0.35, 0.32, 0.35, 0.32, 0.37, 0.19, -0.16, 0.04, 0.15, -1.02, -0.87, 0.26, 0.40, 0.33, 0.33, 0.43, 0.18, 0.26, 0.15, -0.82, 0.21, -0.98, -1.00, 0.45, 0.35, 0.33, 0.34, 0.35, 0.37, 0.26, -0.03, -0.34, 0.20, -0.91, -0.76, 0.35, 0.31, 0.33, 0.31, 0.39, 0.40, -0.15],
  "multiplicity": 4,
  "e_homo_ev": [-11.397, -11.247],
  "s2": 3.76,
  "homo_lumo_gap_ev": [9.511, 7.983],
  "mol_weight_g_mol": 531.90,
  "fmax_ha_per_bohr": 0.13875,
  "charge": 1
}

=====

[4]
{
  "formula": "C3H6O3Rh",
  "method": "ωB97M-V/def2-TZVPD",
  "species": ["C", "O", "C", "C", "O", "H", "H", "H", "H", "H", "Rh", "O", "H"],
  "xyz": [[-1.110, 2.150, -0.198], [-0.247, 1.031, -0.237], [0.148, 0.571, -1.529], [1.028, -0.650, -1.203], [1.545, -1.272, -2.118], [-1.308, 2.373, 0.856], [-0.628, 3.015, -0.677], [-2.054, 1.922, -0.713], [0.712, 1.358, -2.058], [-0.739, 0.285, -2.121], [0.714, -0.304, 0.932], [-0.285, -1.429, 1.952], [-0.045, -2.279, 2.318]],
  "mulliken_charge": [-0.68, -0.35, 0.14, -0.01, -0.21, 0.31, 0.29, 0.29, 0.37, 0.37, 0.96, -0.82, 0.34],
  "multiplicity": 5,
  "e_homo_ev": [-13.540, -14.796],
  "s2": 6.01,
  "homo_lumo_gap_ev": [8.799, 7.339],
  "mol_weight_g_mol": 192.98,
  "fmax_ha_per_bohr": 0.10341,
  "charge": 1
}

=====

[5]
{
  "formula": "C41H29Cl5F9N2O7P2STi",
  "method": "ωB97M-V/def2-TZVPD",
  "species": ["Ti", "Cl", "C", "C", "C", "Cl", "C", "Cl", "C", "Cl", "C", "Cl", "O", "C", "O", "C", "C", "C", "C", "C", "C", "O", "N", "O", "O", "N", "O", "O", "H", "H", "C", "C", "P", "C", "C", "C", "C", "H", "H", "H", "H", "H", "H", "H", "H", "H", "H", "H", "H", "H", "H", "H", "F", "C", "F", "F", "C", "C", "C", "C", "C", "C", "P", "C", "C", "C", "C", "C", "C", "C", "F", "F", "F", "C", "C", "C", "C", "C", "C", "C", "F", "F", "F", "H", "H", "H", "H", "H", "H", "H", "H", "H", "H", "H", "H", "S", "C"],
  "xyz": [[1.513, 0.637, 0.154], [4.577, -1.151, 0.456], [4.709, 0.483, -0.129], [3.543, 1.274, -0.264], [3.843, 2.572, -0.711], [2.516, 3.705, -0.991], [5.122, 3.076, -0.957], [5.372, 4.731, -1.451], [6.219, 2.244, -0.818], [7.826, 2.830, -1.140], [5.999, 0.930, -0.412], [7.385, -0.117, -0.251], [2.704, -2.281, -2.212], [2.057, -1.310, -1.889], [1.647, -1.084, -0.657], [1.565, -0.353, -2.982], [1.741, -0.762, -4.273], [1.186, -0.033, -5.326], [0.431, 1.089, -5.104], [0.236, 1.516, -3.815], [0.815, 0.849, -2.687], [0.673, 1.249, -1.504], [-0.652, 2.697, -3.649], [-0.868, 3.095, -2.523], [-1.114, 3.208, -4.661], [1.362, -0.483, -6.716], [0.890, 0.208, -7.604], [1.853, -1.582, -6.898], [2.301, -1.669, -4.457], [-0.022, 1.621, -5.924], [-0.062, 5.177, 0.339], [-0.476, 4.265, 1.493], [0.516, 2.709, 1.743], [-0.544, 1.914, 3.019], [-1.359, 2.713, 4.036], [1.992, 3.402, 2.597], [1.892, 3.640, 4.100], [-0.707, 6.060, 0.302], [-0.144, 4.665, -0.622], [0.968, 5.526, 0.440], [-1.509, 3.938, 1.330], [-0.468, 4.817, 2.439], [0.097, 1.185, 3.519], [-1.216, 1.330, 2.397], [-0.726, 3.217, 4.765], [-2.010, 2.033, 4.596], [-2.001, 3.468, 3.577], [2.210, 4.343, 2.080], [2.811, 2.718, 2.379], [1.110, 4.363, 4.350], [2.838, 4.037, 4.480], [1.696, 2.704, 4.626], [-6.361, -3.570, 3.677], [-6.440, -2.443, 2.946], [-6.949, -1.491, 3.745], [-7.354, -2.677, 1.984], [-5.102, -2.061, 2.361], [-4.521, -0.851, 2.647], [-3.273, -0.535, 2.092], [-2.613, -1.424, 1.267], [-3.227, -2.647, 0.990], [-4.461, -2.966, 1.528], [-0.909, -1.033, 0.534], [-0.080, -2.538, 1.185], [-0.068, -2.583, 2.576], [0.585, -3.600, 3.258], [1.242, -4.583, 2.544], [1.276, -4.532, 1.158], [0.629, -3.510, 0.484], [1.972, -5.695, 3.237], [1.602, -6.908, 2.761], [1.747, -5.721, 4.561], [3.303, -5.624, 3.067], [-1.477, -1.245, -1.214], [-1.244, -2.303, -2.087], [-1.755, -2.290, -3.379], [-2.518, -1.219, -3.811], [-2.758, -0.152, -2.960], [-2.227, -0.165, -1.679], [-3.090, -1.259, -5.199], [-2.140, -1.499, -6.123], [-4.004, -2.238, -5.342], [-3.696, -0.114, -5.542], [-5.021, -0.144, 3.295], [-2.831, 0.422, 2.324], [-2.730, -3.362, 0.343], [-4.925, -3.919, 1.301], [-0.545, -1.799, 3.153], [0.597, -3.602, 4.338], [1.833, -5.273, 0.599], [0.748, -3.461, -0.584], [-0.655, -3.151, -1.784], [-1.547, -3.115, -4.051], [-3.325, 0.703, -3.305], [-2.369, 0.702, -1.042], [2.371, -0.145, 3.564], [1.976, 0.210, 1.996]],
  "mulliken_charge": [-1.16, -0.14, 1.06, -1.48, 0.99, -0.24, -0.30, -0.25, 0.41, -0.25, -0.22, -0.24, -0.79, 0.30, 0.06, 0.10, -0.53, -0.85, -0.13, -0.78, 0.80, 0.15, 1.29, -0.60, -0.77, 1.08, -0.68, -0.66, 0.66, 0.70, -1.16, -0.96, 1.19, 1.41, -1.59, -0.01, -1.39, 0.44, 0.08, 0.28, 0.48, 0.38, -0.01, -1.54, 0.36, 0.46, 0.31, 0.51, 0.02, 0.25, 0.43, 0.25, -0.27, 0.75, -0.30, -0.27, 0.45, -0.95, -0.16, 0.61, -0.48, -1.16, 0.91, 1.13, -0.74, -0.78, 0.40, -1.65, 0.03, 0.80, -0.28, -0.30, -0.26, 0.63, 0.38, -0.95, 0.27, -0.81, -0.51, 0.74, -0.23, -0.29, -0.30, 0.49, 0.35, 0.40, 0.38, 0.23, 0.43, 0.40, 0.02, 0.13, 0.46, 0.39, 0.23, -0.52, 0.50],
  "multiplicity": 2,
  "e_homo_ev": [-0.530, -0.732],
  "s2": 0.87,
  "homo_lumo_gap_ev": [4.202, 4.399],
  "mol_weight_g_mol": 1151.82,
  "fmax_ha_per_bohr": 0.07345,
  "charge": -2
}

=====

[6]
{
  "formula": "O2",
  "method": "ωB97M-V/def2-TZVPD",
  "species": ["O", "O"],
  "xyz": [[0.000, 0.000, 0.579], [0.000, 0.000, -0.579]],
  "mulliken_charge": [0.00, 0.00],
  "smiles": "O=O",
  "e_homo_ev": -9.559,
  "homo_lumo_gap_ev": 7.891,
  "mol_weight_g_mol": 32.00,
  "fmax_ha_per_bohr": 0.07311
}